Entry from OMol25: a molecular structure, C32H41N4OS3Si2TeZr (ωB97M-V/def2-TZVPD).

For the largest force on an atom, the calculation gives 0.01542 Eh/bohr. The calculation puts the energy above the lowest of the compared OMol25 structures with the same formula, charge and spin at 20.1 kJ/mol. The value obtained for the orbital gap is 6.9 eV. Its total charge is +1. The value obtained for the HOMO energy is -10.7 eV. The total energy is -98688.7315 eV.

Each line ends with the Löwdin charge.
Positions of all 85 atoms, in Å:
Zr -0.225 -0.062 0.104  1.048
C -0.563 -1.562 -2.455  -0.132
C -1.757 -1.487 -1.729  -0.228
C -2.011 -2.403 -0.708  -0.123
C -1.111 -3.440 -0.471  -0.050
C 0.037 -3.553 -1.239  -0.061
C 0.331 -2.597 -2.205  -0.059
H -0.374 -0.861 -3.259  0.109
H -2.524 -0.782 -2.023  0.053
H -2.931 -2.343 -0.138  0.115
H -1.313 -4.155 0.315  0.129
H 0.731 -4.360 -1.054  0.125
H 1.249 -2.663 -2.773  0.123
S 0.198 1.819 1.675  0.609
C -0.721 0.856 2.816  -1.037
S -1.677 -0.428 2.104  0.588
C -0.627 1.051 4.158  -0.357
C -1.359 0.225 5.063  -0.230
N -1.959 -0.461 5.763  0.185
C 0.203 2.084 4.681  -0.232
N 0.897 2.913 5.074  0.183
C -5.446 3.395 -2.080  -0.182
Si -5.399 1.557 -1.732  0.403
C -6.946 0.992 -0.847  -0.172
C -5.131 0.585 -3.312  -0.185
C -3.929 1.195 -0.589  -0.543
Te -2.065 1.898 -1.383  1.243
C -2.078 3.737 -0.320  -0.553
Si -0.842 5.057 -0.891  0.406
C -1.343 6.640 -0.037  -0.169
C -0.973 5.216 -2.753  -0.184
C 0.894 4.561 -0.393  -0.180
H -6.276 3.632 -2.747  0.041
H -4.533 3.742 -2.570  0.016
H -5.587 3.976 -1.168  0.038
H -7.832 1.177 -1.455  0.038
H -7.081 1.518 0.099  0.038
H -6.914 -0.077 -0.632  0.035
H -5.943 0.769 -4.016  0.039
H -5.105 -0.490 -3.126  0.033
H -4.203 0.870 -3.815  0.019
H -3.823 0.129 -0.382  -0.013
H -3.995 1.684 0.384  0.024
H -1.952 3.489 0.734  -0.005
H -3.096 4.102 -0.479  0.007
H -2.359 6.932 -0.303  0.037
H -0.680 7.457 -0.325  0.039
H -1.294 6.544 1.048  0.040
H -2.000 5.413 -3.065  0.035
H -0.637 4.317 -3.274  0.014
H -0.360 6.047 -3.106  0.038
H 1.001 4.532 0.692  0.024
H 1.618 5.279 -0.780  0.043
H 1.163 3.577 -0.788  -0.009
C 6.353 -8.929 2.685  -0.069
C 5.651 -7.670 2.256  -0.737
O 4.971 -7.577 1.274  0.038
S 5.909 -6.317 3.411  1.031
C 4.792 -5.113 2.754  -0.523
C 4.965 -4.608 1.469  -0.080
C 4.078 -3.673 0.971  -0.023
C 3.016 -3.221 1.760  -0.251
C 2.859 -3.716 3.055  -0.015
C 3.742 -4.661 3.544  -0.078
C 2.079 -2.281 1.231  -0.098
C 1.266 -1.511 0.749  -0.175
H 6.787 -9.398 1.804  0.092
H 5.605 -9.604 3.102  0.096
H 7.120 -8.746 3.435  0.067
H 5.786 -4.958 0.860  0.116
H 4.200 -3.289 -0.033  0.115
H 2.039 -3.364 3.666  0.123
H 3.609 -5.061 4.540  0.111
C 3.446 0.885 0.656  -0.005
C 2.775 1.224 -0.625  -0.367
N 1.537 0.931 -1.015  -0.078
C 1.421 1.378 -2.327  -0.172
C 2.588 1.948 -2.713  -0.053
N 3.422 1.844 -1.628  0.133
H 2.724 0.735 1.449  0.034
H 4.128 1.686 0.943  0.098
H 4.013 -0.040 0.539  0.094
H 0.512 1.274 -2.891  0.059
H 2.889 2.414 -3.633  0.127
H 4.373 2.169 -1.575  0.175

Entry from OMol25: a molecular structure, C4H16InN8O4 (ωB97M-V/def2-TZVPD).

For the largest force on an atom, the calculation gives 0.03510 Eh/bohr. The calculation puts the energy above the lowest of the compared OMol25 structures with the same formula, charge and spin at 145.4 kJ/mol. The value obtained for the orbital gap is 3.2 eV. Its total charge is +3. The value obtained for the HOMO energy is -19.1 eV. The total energy is -29663.2611 eV.

Each line ends with the Löwdin charge.
Positions of all 33 atoms, in Å:
In -0.618 -1.340 0.339  1.488
C 1.296 -2.600 -3.147  -0.584
O 0.877 -2.216 -2.013  -0.075
N 0.903 -1.976 -4.273  0.240
N 2.061 -3.691 -3.264  0.226
H 1.326 -2.318 -5.123  0.142
H 0.102 -1.369 -4.250  0.137
H 2.160 -4.252 -4.097  0.145
H 2.101 -4.228 -2.408  0.137
C 3.295 -0.448 -0.021  -0.575
O 2.069 -0.518 0.271  -0.062
N 4.183 -1.068 0.787  0.247
N 3.840 0.123 -1.107  0.226
H 5.161 -0.839 0.687  0.142
H 3.914 -1.616 1.589  0.142
H 4.810 -0.077 -1.270  0.135
H 3.242 0.602 -1.758  0.136
C -2.465 0.330 3.352  -0.586
O -2.551 -0.389 2.317  -0.018
N -3.388 1.275 3.648  0.222
N -1.502 0.158 4.263  0.231
H -3.434 1.768 4.526  0.144
H -4.209 1.319 3.061  0.144
H -0.867 -0.606 4.110  0.132
H -1.510 0.736 5.087  0.142
C -2.456 2.384 -0.139  -0.573
O -2.082 1.193 -0.004  -0.031
N -2.675 3.190 0.921  0.226
N -2.733 2.971 -1.323  0.221
H -2.963 4.152 0.873  0.140
H -2.594 2.782 1.840  0.095
H -2.267 2.634 -2.151  0.134
H -3.026 3.932 -1.322  0.131

Entry from OMol25: a single C5H10FN molecule (ωB97M-V/def2-TZVPD).

For the largest force on an atom, the calculation gives 0.09712 Eh/bohr. The calculation puts the energy above the lowest of the compared OMol25 structures with the same formula, charge and spin at 248.0 kJ/mol. The value obtained for the orbital gap is 10.6 eV. The value obtained for the HOMO energy is -9.6 eV. The total energy is -9552.0482 eV.

Each line ends with the Löwdin charge.
Positions of all 17 atoms, in Å:
N -0.889 1.326 -0.734  0.009
C -1.403 0.534 0.418  -0.183
C -0.943 -0.929 0.334  -0.365
F -1.463 -1.693 -0.658  0.005
C 0.605 -1.068 0.243  -0.179
C 1.448 -0.451 -0.949  -0.079
C 1.452 0.218 0.453  -0.128
H -0.002 1.815 -0.401  0.073
H -1.529 1.975 -0.948  0.010
H -0.914 0.777 1.482  0.157
H -2.483 0.522 0.293  0.114
H -1.191 -1.441 1.188  0.103
H 0.968 -2.033 0.775  0.154
H 2.249 -1.054 -1.409  0.103
H 0.785 0.107 -1.540  0.047
H 2.354 0.110 0.937  0.055
H 0.956 1.286 0.515  0.103

Entry from OMol25: 2 unconnected molecules or ions with the total composition C5H8O (ωB97M-V/def2-TZVPD).

For the largest force on an atom, the calculation gives 0.02385 Eh/bohr. The calculation puts the energy above the lowest of the compared OMol25 structures with the same formula, charge and spin at 372.0 kJ/mol. The value obtained for the orbital gap is 10.2 eV. The value obtained for the HOMO energy is -9.0 eV. The total energy is -7358.4000 eV.

Each line ends with the Löwdin charge.
Positions of all 14 atoms, in Å:
C -0.141 1.616 0.440  -0.079
C 1.074 1.069 0.356  -0.047
C 1.009 -0.379 0.071  -0.246
O 0.111 -1.172 0.838  -0.048
C -0.466 -0.557 -0.288  -0.321
C -1.262 0.653 0.136  -0.116
H -0.329 2.619 0.773  0.095
H 2.014 1.596 0.431  0.101
H 1.954 -0.916 -0.133  0.143
H -0.662 -1.000 -1.250  0.096
H -1.973 1.024 -0.614  0.116
H -1.848 0.438 1.045  0.131
H -0.059 -2.568 -0.825  0.087
H 0.634 -2.489 -1.077  0.088